No. 1
{"formula": "C12H20O", "method": "ωB97M-V/def2-TZVPD", "elements": ["C", "C", "C", "C", "C", "C", "O", "C", "C", "H", "H", "H", "H", "H", "H", "H", "H", "H", "H", "C", "C", "C", "C", "H", "H", "H", "H", "H", "H", "H", "H", "H", "H"], "xyz": [[0.4088, 2.8256, -1.0650], [-0.4610, 2.5547, 0.2021], [0.3345, 2.0999, 1.4207], [1.6414, 1.6028, 1.3106], [2.1777, 0.7483, 2.2849], [1.3443, 0.1565, 3.2141], [1.7068, -0.8346, 4.0665], [0.0519, 0.6673, 3.3937], [-0.4110, 1.6408, 2.5162], [1.0974, 3.6480, -0.8698], [-0.3077, 3.0086, -1.8669], [1.0228, 1.9226, -1.2100], [-1.0835, 3.4149, 0.3216], [-1.1810, 1.7583, -0.0111], [2.1582, 1.8367, 0.4020], [3.2710, 0.5753, 2.2941], [2.6595, -0.8515, 4.2041], [-0.6559, 0.2808, 4.1187], [-1.3828, 2.0784, 2.6469], [-1.9800, -1.1027, -3.7713], [-1.5466, -2.4970, -3.1813], [-2.2642, -3.6213, -3.9211], [-0.0054, -2.7156, -3.3188], [-2.9695, -1.2898, -4.1887], [-1.3120, -0.9138, -4.6123], [-1.9999, -0.3896, -2.9441], [-1.6870, -2.4832, -2.0960], [-3.1094, -4.0119, -3.3697], [-2.7542, -3.1552, -4.7901], [-1.6153, -4.4547, -4.1565], [0.5104, -2.0217, -2.6688], [0.2242, -3.7546, -3.0870], [0.2754, -2.5489, -4.3737]], "forces_ev_per_angstrom": [[-0.5, -1.0, 1.4], [1.1, 0.0, -0.7], [-0.1, -1.6, -0.3], [-1.1, 0.4, 0.5], [0.8, 0.1, -0.5], [-0.5, 0.9, 0.7], [0.3, -0.3, 0.4], [-0.5, 0.5, -1.0], [0.6, 0.1, 0.3], [-0.2, 0.2, -0.3], [0.6, 0.1, -0.3], [-0.3, 0.4, -0.6], [-0.3, 0.8, 0.7], [0.2, -0.1, -0.1], [0.8, 0.2, 0.1], [-0.8, -0.4, -0.2], [0.0, 0.0, -0.2], [0.4, -0.1, 0.2], [-0.5, -0.2, 0.1], [0.1, -2.0, 0.7], [1.4, 0.4, -0.2], [-0.9, 0.7, 0.1], [-1.2, 0.2, -0.8], [-0.2, 0.7, 0.2], [0.0, 0.6, 0.2], [0.1, 0.4, -0.7], [-0.6, -0.3, -0.1], [-0.2, -0.2, 0.4], [0.5, -0.7, -0.3], [0.1, -0.1, -0.4], [0.4, 0.0, 0.0], [0.2, 0.1, 0.3], [0.1, 0.0, 0.4]], "spin_multiplicity": 1, "homo_lumo_gap_ev": 9.180, "e_above_lowest_kcal_mol": 30.4, "smiles": "CCc1ccc(O)cc1.CC(C)C", "lumo_ev": 0.79, "e_homo_ev": -8.39}

---

No. 2
{"formula": "C4H5N3", "method": "ωB97M-V/def2-TZVPD", "elements": ["N", "C", "C", "C", "N", "C", "N", "H", "H", "H", "H", "H"], "xyz": [[1.9054, -0.7719, 1.7209], [0.9265, -0.1338, 1.7898], [0.3048, 0.0881, -1.1497], [-0.7450, -0.8911, -0.7364], [-1.4934, -0.2311, 0.2954], [-0.7027, 0.6737, 0.7624], [0.2963, 1.0318, -0.2855], [1.0570, 0.0104, -1.9259], [-1.3369, -1.3075, -1.5554], [-0.1439, -1.7102, -0.2773], [-0.9941, 1.4497, 1.4575], [1.0137, 1.7411, -0.1755]], "forces_ev_per_angstrom": [[-1.0, 0.6, 0.0], [1.0, -0.6, 0.3], [-0.1, 0.1, 0.2], [0.1, 0.0, -0.3], [0.4, 0.1, 0.2], [-0.5, 0.2, -0.3], [0.0, -0.2, -0.1], [-0.1, 0.0, 0.0], [0.1, 0.1, 0.1], [0.0, 0.0, -0.1], [0.1, -0.2, 0.0], [-0.1, -0.1, 0.0]], "spin_multiplicity": 1, "homo_lumo_gap_ev": 8.198, "e_above_lowest_kcal_mol": 95.7, "lumo_ev": -0.69, "e_homo_ev": -8.89}

---

No. 3
{"formula": "C54H114N6O6", "method": "ωB97M-V/def2-TZVPD", "elements": ["C", "C", "C", "C", "C", "C", "C", "C", "C", "N", "O", "H", "H", "H", "H", "H", "H", "H", "H", "H", "H", "H", "H", "H", "H", "H", "H", "H", "H", "H", "C", "C", "C", "C", "C", "C", "C", "C", "C", "N", "O", "H", "H", "H", "H", "H", "H", "H", "H", "H", "H", "H", "H", "H", "H", "H", "H", "H", "H", "H", "C", "C", "C", "C", "C", "C", "C", "C", "C", "N", "O", "H", "H", "H", "H", "H", "H", "H", "H", "H", "H", "H", "H", "H", "H", "H", "H", "H", "H", "H", "C", "C", "C", "C", "C", "C", "C", "C", "C", "N", "O", "H", "H", "H", "H", "H", "H", "H", "H", "H", "H", "H", "H", "H", "H", "H", "H", "H", "H", "H", "C", "C", "C", "C", "C", "C", "C", "C", "C", "N", "O", "H", "H", "H", "H", "H", "H", "H", "H", "H", "H", "H", "H", "H", "H", "H", "H", "H", "H", "H", "C", "C", "C", "C", "C", "C", "C", "C", "C", "N", "O", "H", "H", "H", "H", "H", "H", "H", "H", "H", "H", "H", "H", "H", "H", "H", "H", "H", "H", "H"], "xyz": [[-28.0227, 10.6649, 7.4532], [-29.5329, 10.3214, 7.4009], [-29.6920, 9.1186, 6.4558], [-29.9505, 9.9645, 8.8174], [-31.4647, 9.9821, 9.0367], [-32.0483, 11.3155, 8.5730], [-31.6559, 11.7453, 7.1479], [-32.5139, 10.9889, 6.1389], [-31.9117, 13.2504, 7.0568], [-30.2261, 11.5283, 6.9568], [-29.8567, 11.8763, 5.6354], [-27.8901, 11.5392, 8.0921], [-27.5625, 9.7931, 7.9185], [-27.6383, 10.8725, 6.4564], [-30.6423, 8.6288, 6.6811], [-29.6667, 9.4939, 5.4315], [-28.9190, 8.3547, 6.5413], [-29.5293, 8.9822, 9.0456], [-29.5444, 10.6634, 9.5562], [-31.9505, 9.1452, 8.5281], [-31.6472, 9.8656, 10.1066], [-31.7922, 12.1173, 9.2668], [-33.1342, 11.1895, 8.5663], [-32.3443, 9.9123, 6.2685], [-32.2611, 11.1976, 5.0975], [-33.5909, 11.0882, 6.2856], [-32.9820, 13.4201, 7.1958], [-31.5697, 13.6488, 6.1047], [-31.4042, 13.7558, 7.8790], [-29.2230, 12.5905, 5.7532], [-20.5775, 3.9459, 0.6699], [-19.1215, 4.4356, 0.4292], [-18.2889, 3.2328, -0.0173], [-19.1100, 5.4910, -0.6936], [-19.4997, 6.8945, -0.2580], [-18.7233, 7.3127, 0.9844], [-18.9450, 6.3194, 2.1237], [-17.9752, 6.7502, 3.2433], [-20.3550, 6.3572, 2.7020], [-18.4853, 5.0382, 1.5942], [-18.3388, 4.0618, 2.6202], [-20.8098, 3.2094, -0.0951], [-20.6219, 3.5498, 1.6859], [-21.2802, 4.7761, 0.6164], [-17.2583, 3.3405, 0.3253], [-18.6236, 2.3481, 0.5335], [-18.3555, 3.0465, -1.0857], [-18.1042, 5.4729, -1.1275], [-19.7661, 5.1577, -1.5041], [-19.3050, 7.5728, -1.0956], [-20.5763, 6.9960, -0.0857], [-18.9592, 8.3527, 1.2372], [-17.6579, 7.3731, 0.7379], [-18.2053, 7.7750, 3.5366], [-16.9519, 6.7997, 2.8590], [-18.0264, 6.0580, 4.0811], [-21.1190, 6.3570, 1.9222], [-20.5568, 7.2916, 3.2294], [-20.5088, 5.4877, 3.3412], [-17.4198, 4.1560, 2.8852], [-25.2985, 1.9985, 3.0993], [-25.2149, 2.7440, 4.4285], [-26.1921, 3.9322, 4.4435], [-25.6425, 1.7519, 5.5223], [-25.2835, 2.2221, 6.9200], [-23.7784, 2.4260, 7.0055], [-23.2183, 3.4060, 5.9703], [-23.4462, 4.8580, 6.4070], [-21.7004, 3.1508, 5.8853], [-23.8261, 3.0861, 4.6870], [-23.3078, 3.8598, 3.6207], [-25.0817, 2.6465, 2.2511], [-24.5959, 1.1654, 3.1197], [-26.3118, 1.6122, 2.9706], [-26.1014, 4.6386, 3.6118], [-27.2172, 3.5554, 4.4294], [-26.0683, 4.5305, 5.3472], [-26.6883, 1.4431, 5.4525], [-25.1092, 0.8197, 5.2889], [-25.8552, 3.1262, 7.1498], [-25.6541, 1.4772, 7.6285], [-23.2729, 1.4601, 6.9961], [-23.6080, 2.8749, 7.9934], [-23.1747, 5.5710, 5.6317], [-22.8847, 5.0938, 7.3142], [-24.4981, 5.0037, 6.6684], [-21.2033, 4.0021, 5.4168], [-21.5253, 2.2682, 5.2637], [-21.2786, 2.9594, 6.8700], [-22.5196, 3.3915, 3.3247], [-30.6466, 9.4411, 0.2488], [-31.3994, 10.1801, 1.3689], [-30.4159, 11.0911, 2.0959], [-32.4801, 11.0536, 0.7226], [-33.6935, 10.2776, 0.2403], [-34.2734, 9.4576, 1.3769], [-33.2588, 8.5228, 2.0445], [-33.8563, 8.0968, 3.3856], [-32.9679, 7.3035, 1.1568], [-32.0640, 9.3193, 2.3249], [-31.1547, 8.5700, 3.1026], [-29.9853, 10.1245, -0.2871], [-29.9903, 8.6624, 0.6507], [-31.3431, 8.9480, -0.4269], [-29.3829, 10.7406, 2.0989], [-30.3652, 12.0412, 1.5506], [-30.7642, 11.3405, 3.0990], [-32.7682, 11.8355, 1.4341], [-32.0274, 11.5892, -0.1185], [-34.4350, 10.9796, -0.1439], [-33.4241, 9.5849, -0.5589], [-35.0515, 8.7998, 0.9601], [-34.8381, 10.0417, 2.1079], [-34.8858, 7.7758, 3.2135], [-33.8780, 8.9506, 4.0632], [-33.2735, 7.2947, 3.8349], [-33.1271, 7.5305, 0.1016], [-33.6274, 6.4825, 1.4478], [-31.9437, 6.9408, 1.2383], [-31.0027, 9.1017, 3.8906], [-22.3035, 13.7211, 3.5016], [-21.0572, 12.8593, 3.6711], [-20.0645, 13.6563, 4.5510], [-21.4251, 11.5809, 4.3914], [-20.2856, 10.5769, 4.4172], [-19.7820, 10.3060, 2.9898], [-19.4171, 11.5623, 2.1889], [-18.0398, 12.1232, 2.5867], [-19.3865, 11.1719, 0.7131], [-20.5152, 12.5197, 2.3595], [-20.3095, 13.6767, 1.5611], [-23.1389, 13.1006, 3.1527], [-22.6389, 14.0723, 4.4800], [-22.1771, 14.5594, 2.8251], [-19.7049, 14.5092, 3.9656], [-20.5359, 14.0832, 5.4352], [-19.2016, 13.0561, 4.8210], [-21.7613, 11.8379, 5.4046], [-22.3337, 11.1182, 3.9928], [-19.4389, 10.9241, 5.0112], [-20.6369, 9.6406, 4.8556], [-20.4706, 9.6590, 2.4462], [-18.8334, 9.7838, 3.1682], [-17.7460, 11.8779, 3.6091], [-18.0934, 13.2082, 2.4869], [-17.2196, 11.7709, 1.9599], [-19.2076, 12.0500, 0.0918], [-20.2970, 10.6632, 0.3978], [-18.5324, 10.5127, 0.5319], [-21.0320, 13.6168, 0.9295], [-24.3914, 9.4638, 4.0958], [-25.5344, 8.4840, 3.8256], [-26.0430, 7.9341, 5.1448], [-26.7069, 9.1814, 3.1577], [-26.4949, 9.4900, 1.6708], [-26.1373, 8.1985, 0.9568], [-24.9510, 7.4509, 1.5720], [-25.0011, 6.0391, 0.9834], [-23.6632, 8.1745, 1.0695], [-25.0722, 7.3727, 3.0025], [-23.9042, 6.8020, 3.5434], [-24.1323, 9.9028, 3.1266], [-24.6500, 10.2833, 4.7659], [-23.5149, 8.9267, 4.4522], [-26.9127, 7.2716, 5.0536], [-25.3450, 7.2381, 5.6327], [-26.2542, 8.6690, 5.9235], [-27.6556, 8.6541, 3.2691], [-26.8245, 10.1566, 3.6462], [-27.4550, 9.8750, 1.3110], [-25.8108, 10.3336, 1.5420], [-26.0150, 8.3775, -0.1121], [-27.0242, 7.5588, 1.0633], [-25.1888, 6.0179, -0.0902], [-25.8323, 5.5223, 1.4728], [-24.0917, 5.4637, 1.1776], [-23.4373, 7.8167, 0.0631], [-22.8287, 7.8425, 1.6917], [-23.7988, 9.2521, 1.0769], [-24.1511, 5.9162, 3.8339]], "forces_ev_per_angstrom": [[-0.9, -0.1, 0.3], [1.2, 0.0, -0.4], [-0.7, 0.1, 0.1], [-0.6, 0.0, 0.4], [0.4, 0.1, -0.2], [-0.2, -0.5, -0.2], [-0.3, 0.1, 0.1], [0.1, -1.1, -0.3], [-0.2, -0.2, 0.2], [0.1, 0.5, 0.8], [0.0, -0.3, -0.2], [0.1, 0.0, 0.0], [0.5, 0.1, -0.2], [0.2, -0.2, 0.0], [0.0, -0.1, -0.4], [-0.1, -0.1, 0.0], [0.2, 0.2, 0.2], [0.0, 0.0, 0.0], [0.3, 0.1, -0.3], [0.0, 0.0, 0.0], [-0.2, -0.1, 0.0], [0.1, -0.1, 0.1], [0.0, 0.4, 0.1], [0.1, 0.1, 0.0], [0.0, 0.3, 0.1], [0.1, 0.5, 0.0], [0.0, 0.1, -0.2], [-0.2, 0.1, 0.0], [0.2, 0.1, -0.1], [0.0, 0.1, 0.0], [0.6, 0.6, 0.2], [-0.7, 0.1, -0.4], [0.1, -0.4, 1.1], [0.1, -0.3, -0.1], [0.1, 0.3, -0.3], [-0.2, 0.5, -0.8], [0.7, 0.9, 0.5], [0.2, -0.1, -0.5], [-0.5, 0.0, -0.6], [0.8, 0.0, -0.2], [-0.6, 0.0, 0.1], [-0.2, -0.2, 0.2], [-0.2, -0.4, -0.2], [-0.1, -0.1, -0.1], [0.1, 0.3, -0.5], [-0.1, -0.1, -0.3], [0.0, 0.1, -0.1], [0.0, 0.3, 0.1], [-0.1, -0.1, 0.1], [0.1, 0.1, 0.1], [0.0, -0.2, 0.1], [-0.4, -0.3, 0.4], [0.0, -0.4, 0.1], [-0.2, -0.2, 0.3], [0.0, -0.3, 0.0], [0.0, 0.2, 0.2], [0.0, -0.3, 0.0], [0.3, -0.1, 0.3], [-0.1, 0.2, 0.2], [0.1, -0.1, -0.1], [-0.1, 0.2, -0.1], [-0.8, 0.1, 0.3], [0.0, 0.4, 0.0], [0.4, -0.6, -0.2], [-0.5, -0.3, -0.5], [-0.7, 0.6, 1.1], [0.2, 0.0, 0.2], [-0.5, -0.1, 0.4], [-0.3, 0.0, -0.6], [0.6, -1.1, -0.6], [-0.1, 0.6, 0.3], [0.1, 0.0, 0.0], [0.0, 0.0, -0.1], [0.0, 0.0, 0.0], [0.2, -0.2, -0.1], [0.0, 0.0, 0.0], [-0.1, -0.1, 0.1], [-0.1, 0.5, -0.2], [0.2, 0.1, 0.3], [0.2, 0.2, 0.0], [0.3, 0.0, 0.2], [0.1, 0.0, -0.3], [0.4, -0.2, -0.1], [0.1, 0.0, 0.0], [0.2, -0.1, -0.1], [0.0, 0.1, -0.1], [0.2, 0.0, 0.1], [0.0, 0.0, 0.1], [0.0, 0.2, 0.1], [0.0, -0.1, -0.1], [0.3, -0.5, 0.3], [0.2, -0.3, -0.8], [0.1, 0.7, -0.2], [0.1, 0.4, -0.2], [0.1, 0.1, 0.5], [-0.9, -0.7, -0.5], [0.4, 0.5, 0.0], [0.1, 0.0, -0.2], [-0.1, -0.3, -0.1], [-0.5, 0.7, 1.2], [0.5, -0.4, -0.4], [-0.2, 0.1, -0.2], [-0.1, 0.0, 0.2], [0.1, 0.1, -0.2], [-0.2, -0.4, 0.3], [-0.1, 0.0, 0.0], [0.1, -0.1, 0.1], [-0.2, -0.2, 0.1], [0.1, -0.1, 0.0], [-0.1, -0.1, -0.1], [0.1, 0.2, -0.2], [0.1, 0.0, 0.0], [0.5, 0.3, 0.1], [0.0, -0.2, 0.1], [0.0, 0.0, 0.0], [-0.1, 0.0, 0.1], [-0.1, -0.1, 0.0], [0.0, 0.0, -0.2], [0.0, 0.1, 0.3], [-0.1, 0.1, 0.1], [-0.8, -0.6, 0.1], [0.4, 0.9, 0.6], [0.2, 0.4, -0.7], [-0.5, -0.4, 0.7], [-0.3, 0.1, -0.6], [0.8, 0.0, 1.1], [-0.3, -0.2, -0.1], [0.0, 0.4, 0.2], [0.6, 0.1, -0.2], [-0.9, -0.6, -0.5], [0.3, 0.0, 0.3], [0.2, 0.1, -0.3], [0.2, 0.2, 0.0], [0.1, 0.1, 0.1], [0.1, -0.1, 0.0], [-0.1, -0.3, 0.1], [0.0, 0.0, 0.2], [0.4, 0.1, 0.0], [0.3, 0.0, -0.6], [-0.1, 0.1, 0.2], [0.1, 0.0, 0.1], [-0.1, 0.1, -0.1], [-0.2, -0.3, -0.6], [-0.2, 0.1, 0.1], [0.2, 0.0, 0.0], [-0.2, -0.1, -0.2], [-0.1, 0.0, 0.0], [-0.1, 0.1, 0.0], [-0.1, -0.1, 0.1], [0.0, 0.1, -0.1], [0.1, 0.2, -0.9], [0.0, 0.2, 0.7], [0.1, -1.5, 1.2], [0.1, 1.2, -0.6], [-0.5, 0.1, 0.5], [-0.9, 0.2, 0.5], [0.6, 0.8, -1.9], [0.0, -0.5, 0.5], [-0.1, -1.0, 0.4], [-1.0, -0.8, 0.4], [0.3, 0.1, 0.1], [0.2, 0.2, 0.2], [-0.1, -0.1, 0.2], [0.0, 0.1, 0.2], [-0.2, 0.4, -0.4], [0.4, 0.4, -0.3], [-0.1, 0.4, -0.4], [0.1, -0.3, 0.1], [-0.2, -0.2, 0.3], [0.1, -0.1, -0.2], [0.4, -0.3, -0.1], [0.4, -0.2, 0.0], [0.0, 0.0, -0.1], [0.1, 0.3, 0.0], [0.1, -0.1, -0.1], [0.0, 0.1, 0.1], [-0.1, 0.3, -0.1], [0.0, 0.4, 0.1], [0.3, 0.1, 0.0], [0.0, -0.2, -0.2]], "spin_multiplicity": 1, "homo_lumo_gap_ev": 8.546, "e_above_lowest_kcal_mol": 5.4, "smiles": "CC1(C)CCCC(C)(C)N1O.CC1(C)CCCC(C)(C)N1O.CC1(C)CCCC(C)(C)N1O.CC1(C)CCCC(C)(C)N1O.CC1(C)CCCC(C)(C)N1O.CC1(C)CCCC(C)(C)N1O", "lumo_ev": 0.52, "e_homo_ev": -8.03}